Record 1
Here is an isolated ion of composition C6H8N and charge +1 at a distorted geometry from OMol25. Energies are from wB97M-V/def2-TZVPD.

The geometry in XYZ format:
```
15
Properties=species:S:1:pos:R:3:forces:R:3
C 1.169436 0.988131 -1.105409 -0.823 -0.733 0.778
C 1.387730 0.382713 0.052439 0.970 0.354 -0.082
C 0.239067 1.195789 -1.941992 0.716 0.402 -0.289
C 1.190992 -0.267598 1.071737 0.324 0.733 -0.912
C -1.149844 0.475107 -1.481314 -0.213 -0.060 0.033
C 1.019502 -0.969287 2.288611 -0.082 -0.593 0.608
N -1.138890 -0.242886 -0.293755 -0.442 -0.093 -0.052
H 0.172362 1.743713 -2.859213 0.001 0.146 -0.267
H -1.813272 1.342448 -1.438738 -0.027 -0.189 -0.018
H -1.358129 -0.150290 -2.351900 -0.062 0.060 0.113
H 0.013887 -0.802233 2.679739 0.012 0.022 0.079
H 1.728153 -0.576149 3.024256 -0.028 0.013 0.000
H 1.191732 -2.039128 2.163504 -0.012 0.016 0.062
H -1.089311 -1.246194 -0.327872 -0.194 0.023 -0.006
H -1.563416 0.165867 0.519906 -0.141 -0.103 -0.045
```
Forces are in eV/Å.

Output
Spin multiplicity   1
Total energy   -7830.132 eV
Net charge   +1
LUMO energy (spin up / spin down)   -0.22755 / -0.22758 hartree
HOMO-LUMO gap (spin up / spin down)   7.98 / 7.98 eV
Relative energy (zero: lowest compared OMol25 entry of this formula, charge and spin)   128.1 kcal per mole

Charges in e, computed with Mulliken, in the same order as the atoms:
1 C -0.058
2 C 0.774
3 C -0.563
4 C 0.306
5 C -0.475
6 C -1.284
7 N -0.379
8 H 0.455
9 H 0.344
10 H 0.348
11 H 0.343
12 H 0.349
13 H 0.328
14 H 0.255
15 H 0.258

=====

Record 2
Here is an isolated ion of composition C6H8N and charge +1 at a distorted geometry from OMol25. Energies are from wB97M-V/def2-TZVPD.

The geometry in XYZ format:
```
15
Properties=species:S:1:pos:R:3:forces:R:3
C 1.645138 0.810637 -0.057723 -0.064 1.347 -0.045
C 1.531328 -0.539810 -0.052753 1.779 -1.717 -0.349
C 0.240532 -1.395634 0.059610 1.128 0.754 1.884
C -0.846064 -0.521556 -0.453326 -0.871 -1.709 -1.609
C -1.863581 0.340216 0.186600 -5.310 -0.949 4.341
N -0.661552 0.841818 -0.177076 1.971 3.119 -0.400
C 0.375110 1.560032 0.070862 1.212 -1.805 0.108
H 2.538834 1.522168 -0.042380 -0.908 -1.898 -0.258
H 2.402214 -1.283668 -0.216190 -0.951 1.963 0.622
H 0.513858 -2.339508 -0.406473 -0.887 0.150 -0.679
H 0.082461 -1.706524 1.124608 0.267 0.474 -0.563
H -1.273627 -0.715519 -1.427829 0.838 0.006 -0.649
H -2.790123 0.634582 -0.300189 0.480 -0.124 -1.059
H -2.296859 0.206337 1.267427 2.023 0.515 -1.422
H 0.402335 2.586427 0.424834 -0.709 -0.127 0.078
```
Forces are in eV/Å.

Output
SMILES   C1=CC[C@H]2C[N+]2=C1
Spin multiplicity   1
Total energy   -7831.515 eV
Net charge   +1
LUMO energy   -0.20212 hartree
HOMO-LUMO gap   9.07 eV
Relative energy (zero: lowest compared OMol25 entry of this formula, charge and spin)   96.2 kcal per mole

Charges in e, computed with Mulliken, in the same order as the atoms:
1 C -0.441
2 C -0.088
3 C -0.783
4 C -0.103
5 C -0.413
6 N 0.048
7 C 0.104
8 H 0.328
9 H 0.326
10 H 0.408
11 H 0.308
12 H 0.367
13 H 0.269
14 H 0.254
15 H 0.417

=====

Record 3
Here is an isolated ion of composition C6H8N and charge +1 at a distorted geometry from OMol25. Energies are from wB97M-V/def2-TZVPD.

The geometry in XYZ format:
```
15
Properties=species:S:1:pos:R:3:forces:R:3
C 2.767897 -0.135534 0.010230 0.593 1.028 0.436
N 1.707044 -0.794428 0.737175 -2.981 0.182 0.885
C 0.480546 -0.906012 0.337660 -0.002 -0.204 0.159
C -0.752629 -1.041205 0.066025 -1.803 0.512 -1.585
C -2.080163 -1.429385 -0.683567 1.755 -3.538 -0.566
C -2.095822 -0.283381 -0.155613 2.317 0.260 0.565
C -2.598936 0.975536 0.276196 3.158 2.554 2.077
H 2.447083 0.309772 -0.956586 0.172 -0.717 0.711
H 3.110537 0.680397 0.690035 0.053 -0.509 -0.765
H 3.515348 -0.912371 -0.039852 0.693 0.296 -0.679
H 1.847389 -0.877696 1.758109 0.102 -0.346 -0.807
H -2.390002 -2.387465 -1.242328 0.338 2.039 1.075
H -2.492086 0.995177 1.407820 -0.047 0.158 -1.274
H -3.582175 0.994400 0.079792 -3.700 0.400 -0.795
H -2.099064 1.948779 -0.137067 -0.650 -2.115 0.563
```
Forces are in eV/Å.

Output
SMILES   C[NH+]=C=C1C=C1C
Spin multiplicity   1
Total energy   -7830.450 eV
Net charge   +1
LUMO energy   -0.14039 hartree
HOMO-LUMO gap   10.24 eV
Relative energy (zero: lowest compared OMol25 entry of this formula, charge and spin)   120.8 kcal per mole

Charges in e, computed with Mulliken, in the same order as the atoms:
1 C -0.745
2 N -0.241
3 C 0.826
4 C -0.362
5 C -0.416
6 C 0.398
7 C -1.058
8 H 0.319
9 H 0.309
10 H 0.308
11 H 0.323
12 H 0.341
13 H 0.315
14 H 0.366
15 H 0.319

=====

Record 4
Here is C6H8N as an isolated structure at a distorted geometry from OMol25. Energies are from wB97M-V/def2-TZVPD.

The geometry in XYZ format:
```
15
Properties=species:S:1:pos:R:3:forces:R:3
C -1.643502 0.328465 -1.366852 -2.686 -2.449 -0.827
C -0.351346 0.748376 -1.952930 1.965 -0.782 6.335
C -0.426259 -0.502214 0.959237 0.117 -1.669 3.119
C 0.874373 -0.127672 0.983745 -2.975 0.759 -5.120
C 0.210129 0.662667 -0.580515 -0.344 1.063 -2.624
C 2.201935 -0.551515 1.322776 0.966 -0.658 1.704
N -1.105094 0.351636 0.063366 1.151 -0.013 -2.722
H -2.566195 0.930366 -1.582237 0.855 -0.090 0.882
H -2.014909 -0.742586 -1.496051 0.864 1.101 -0.526
H -0.085919 0.972879 -2.956794 0.619 -0.093 -0.368
H -1.066625 -1.005484 1.704737 0.809 -0.217 -0.385
H 2.273426 -0.513128 2.464373 0.157 -0.305 -1.442
H 2.994125 0.085679 0.913419 -0.385 -0.020 0.129
H 2.351536 -1.592045 0.941626 -0.023 0.742 0.501
H -1.645674 0.954577 0.582099 -1.088 2.631 1.342
```
Forces are in eV/Å.

Output
Spin multiplicity   1
Total energy   -7828.272 eV
Net charge   +1
LUMO energy   -0.15788 hartree
HOMO-LUMO gap   9.63 eV
Relative energy (zero: lowest compared OMol25 entry of this formula, charge and spin)   171.0 kcal per mole

Charges in e, computed with Mulliken, in the same order as the atoms:
1 C -0.479
2 C -0.229
3 C -0.704
4 C 0.754
5 C -0.184
6 C -1.019
7 N 0.201
8 H 0.330
9 H 0.256
10 H 0.418
11 H 0.381
12 H 0.329
13 H 0.343
14 H 0.296
15 H 0.309

=====

Record 5
Here is an isolated ion of composition C6H8N and charge +1 at a distorted geometry from OMol25. Energies are from wB97M-V/def2-TZVPD.

The geometry in XYZ format:
```
15
Properties=species:S:1:pos:R:3:forces:R:3
C -2.640872 -0.479666 0.023678 -3.374 -1.406 -0.495
N -1.313209 -0.755501 -0.221993 0.228 -4.470 -0.791
C -0.351301 -1.436412 -0.341771 -1.276 3.673 0.164
C 0.964037 -1.043494 -0.335679 0.476 -0.724 -0.462
C 1.208138 0.191679 -0.025379 0.721 1.512 1.226
C 0.745051 1.562747 0.251654 1.388 -0.975 -4.107
C 2.398059 -0.666448 -0.080913 1.775 -2.489 -1.629
H -2.620569 0.109999 0.895040 -0.560 0.927 1.151
H -3.370701 -1.427578 0.242244 2.206 1.987 -0.618
H -3.074276 0.076733 -0.827732 0.173 -0.219 0.475
H 1.178995 2.106562 -0.669509 -0.905 -0.385 1.136
H 1.268154 1.976173 1.018155 1.429 1.071 2.510
H -0.286216 1.736785 0.327489 -1.447 -0.043 0.008
H 2.809758 -1.280141 0.738959 0.127 1.264 0.140
H 3.084946 -0.671439 -0.994245 -0.961 0.278 1.292
```
Forces are in eV/Å.

Output
SMILES   C[N+]#CC1=C(C)C1
Spin multiplicity   1
Total energy   -7829.193 eV
Net charge   +1
LUMO energy   -0.20669 hartree
HOMO-LUMO gap   8.48 eV
Relative energy (zero: lowest compared OMol25 entry of this formula, charge and spin)   149.8 kcal per mole

Charges in e, computed with Mulliken, in the same order as the atoms:
1 C -0.675
2 N 0.049
3 C 0.175
4 C -0.104
5 C 0.571
6 C -1.013
7 C -0.413
8 H 0.315
9 H 0.344
10 H 0.311
11 H 0.295
12 H 0.368
13 H 0.326
14 H 0.233
15 H 0.218

=====

Record 6
Here is an isolated ion of composition C6H8N and charge +1 at a distorted geometry from OMol25. Energies are from wB97M-V/def2-TZVPD.

The geometry in XYZ format:
```
15
Properties=species:S:1:pos:R:3:forces:R:3
C 1.148370 0.603125 1.875680 0.010 -0.753 2.472
C 0.062737 0.397201 0.844247 2.701 -0.131 0.334
C 0.332912 0.574071 -0.622698 -1.746 1.130 -3.964
C -0.862503 0.462902 -1.740882 2.580 0.696 1.968
C -1.138582 -0.855880 -1.741519 -1.647 -0.644 -0.138
C -0.618882 -1.489238 -0.532024 -2.176 -2.552 -2.092
N 0.287825 -0.741864 -0.111271 4.040 2.486 2.805
H 0.728430 0.592247 2.924408 -0.086 -0.563 -1.112
H 1.630140 1.554956 1.984151 0.189 0.800 -1.084
H 1.955324 -0.173369 1.894708 -0.865 0.609 -0.499
H -0.938951 0.424694 1.143999 -1.389 0.240 0.494
H 1.242233 1.081260 -1.137325 -1.182 -1.179 1.597
H -1.175588 1.281144 -2.430323 0.307 -0.989 0.641
H -1.836437 -1.279541 -2.430091 -0.294 -0.492 -0.165
H -0.817028 -2.431707 0.078940 -0.443 1.341 -1.257
```
Forces are in eV/Å.

Output
SMILES   C[C@H]1[C@@H]2C=CC=[N+]12
Spin multiplicity   1
Total energy   -7831.316 eV
Net charge   +1
LUMO energy   -0.20989 hartree
HOMO-LUMO gap   10.10 eV
Relative energy (zero: lowest compared OMol25 entry of this formula, charge and spin)   100.8 kcal per mole

Charges in e, computed with Mulliken, in the same order as the atoms:
1 C -1.382
2 C 0.358
3 C -0.134
4 C -0.352
5 C -0.464
6 C -0.055
7 N -0.085
8 H 0.333
9 H 0.347
10 H 0.352
11 H 0.528
12 H 0.351
13 H 0.392
14 H 0.434
15 H 0.376